# 1
{
  "formula": "C4H7NO2",
  "method": "ωB97M-V with the def2-TZVPD basis set",
  "e_lumo_ev": 0.82,
  "spin_multiplicity": 1,
  "smiles": "[H]/N=C(\\C)OCC=O",
  "gap_ev": 10.422,
  "max_force_ev_per_a": 0.533,
  "charge": 0,
  "relative_energy_kcal_mol": 32.26,
  "e_homo_ev": -9.61,
  "total_energy_ha": -361.82945,
  "species": ["C", "C", "N", "O", "C", "C", "O", "H", "H", "H", "H", "H", "H", "H"],
  "positions_angstrom": [[0.7917, -1.0150, -1.7811], [0.0945, -0.4836, -0.5522], [-1.1436, -0.4678, -0.2812], [0.9476, 0.0516, 0.3548], [0.2805, 0.4476, 1.5556], [-0.7606, 1.5284, 1.3062], [-1.6283, 1.7831, 2.1024], [1.6562, -1.6230, -1.5109], [0.1217, -1.6463, -2.3759], [1.1461, -0.1962, -2.4169], [-1.7148, -0.8842, -1.0038], [-0.2328, -0.4088, 2.0010], [1.0506, 0.8191, 2.2393], [-0.6323, 2.1037, 0.3654]],
  "atomic_forces_ev_per_a": [[-0.07, -0.10, -0.06], [-0.18, -0.07, -0.11], [0.14, -0.16, -0.21], [-0.04, -0.03, -0.10], [-0.09, -0.01, 0.15], [-0.20, 0.06, 0.34], [0.43, -0.03, -0.32], [-0.01, 0.13, 0.12], [0.03, 0.26, 0.21], [-0.07, -0.06, 0.20], [0.04, -0.06, -0.15], [0.10, 0.12, 0.04], [-0.06, -0.02, -0.21], [-0.01, -0.04, 0.11]]
}



# 2
{
  "formula": "C46H73B2N9O6",
  "method": "ωB97M-V with the def2-TZVPD basis set",
  "e_lumo_ev": -1.37,
  "spin_multiplicity": 1,
  "smiles": "C#CCC1=C(N=C(C)C)C(=O)C(CB(O)O)=C(B(O)OC)C1=O.CCCC#N.CCCC#N.CCCC#N.CCCC#N.CCCC#N.CCCC#N.CCCC#N.CCCC#N",
  "gap_ev": 6.556,
  "max_force_ev_per_a": 10.334,
  "charge": 0,
  "e_homo_ev": -7.93,
  "total_energy_ha": -2789.85979,
  "species": ["C", "C", "C", "C", "C", "N", "C", "C", "C", "C", "O", "C", "C", "B", "O", "O", "C", "B", "O", "O", "C", "C", "O", "H", "H", "H", "H", "H", "H", "H", "H", "H", "H", "H", "H", "H", "H", "H", "H", "H", "C", "C", "C", "C", "N", "H", "H", "H", "H", "H", "H", "H", "C", "C", "C", "C", "N", "H", "H", "H", "H", "H", "H", "H", "C", "C", "C", "C", "N", "H", "H", "H", "H", "H", "H", "H", "C", "C", "C", "C", "N", "H", "H", "H", "H", "H", "H", "H", "C", "C", "C", "C", "N", "H", "H", "H", "H", "H", "H", "H", "C", "C", "C", "C", "N", "H", "H", "H", "H", "H", "H", "H", "C", "C", "C", "C", "N", "H", "H", "H", "H", "H", "H", "H", "C", "C", "C", "C", "N", "H", "H", "H", "H", "H", "H", "H"],
  "positions_angstrom": [[0.6599, -0.2756, -6.4730], [0.6794, 0.0793, -5.0903], [0.1831, 0.5014, -3.5707], [-0.2446, -0.7661, -2.6229], [-1.1440, -1.8917, -2.9969], [-1.7386, -1.9804, -4.3857], [-3.0201, -1.4887, -4.4367], [-3.2911, 0.0721, -4.9731], [-4.3832, -2.3406, -4.0373], [-1.5015, -3.0971, -1.8950], [-2.1192, -4.2499, -2.2716], [-1.1616, -2.9208, -0.2695], [-1.8379, -4.0040, 0.7587], [-3.4675, -3.6966, 0.9854], [-4.4071, -4.3988, 0.0458], [-3.9985, -2.8273, 2.0578], [-0.2628, -1.7910, 0.0915], [0.1481, -1.5088, 1.6585], [-0.2561, -0.3536, 2.4838], [1.0364, -2.5259, 2.3190], [1.9070, -1.8780, 3.3204], [0.3833, -0.8042, -1.0867], [1.4637, -0.0872, -0.7013], [0.5670, -0.7192, -7.5774], [1.1315, 1.0016, -3.0511], [-0.6629, 1.3097, -3.5492], [-2.5980, 0.8596, -4.4518], [-4.4410, 0.3482, -4.9352], [-2.9563, 0.0491, -6.1184], [-4.2068, -3.4595, -4.4033], [-4.6559, -2.2811, -2.9007], [-5.2382, -1.9123, -4.7520], [-1.8105, -5.0566, 0.1962], [-1.2602, -4.1668, 1.7639], [-4.5706, -5.3191, 0.4409], [-4.2107, -3.4375, 2.8305], [-0.2826, 0.5032, 1.9454], [2.6852, -2.7119, 3.6666], [2.4655, -0.9124, 2.9118], [1.2507, -1.5896, 4.2684], [-4.2645, 2.2724, -10.2299], [-4.8674, 0.9292, -9.8311], [-5.9844, 1.0627, -8.7941], [-5.4359, 1.7001, -7.5279], [-4.9810, 2.2287, -6.4774], [-3.7920, 2.7723, -9.3785], [-3.4920, 2.1308, -10.9924], [-5.0308, 2.9399, -10.6404], [-4.0706, 0.2854, -9.4388], [-5.2663, 0.4389, -10.7260], [-6.3922, 0.0756, -8.5522], [-6.8001, 1.6807, -9.1847], [-0.0321, 2.8587, -12.4719], [0.8947, 1.6567, -12.3208], [0.2448, 0.3447, -12.7649], [-0.9865, 0.0691, -11.9173], [-2.0078, -0.1597, -11.2142], [-0.9222, 2.7648, -11.8417], [0.4833, 3.7762, -12.1704], [-0.3565, 2.9757, -13.5122], [1.2084, 1.5803, -11.2725], [1.7987, 1.8279, -12.9158], [0.9529, -0.4828, -12.6503], [-0.0477, 0.3977, -13.8192], [3.5575, 1.3604, 5.9915], [3.7030, 0.8471, 7.4205], [4.3721, -0.5269, 7.4939], [3.5369, -1.5458, 6.7358], [2.8441, -2.3911, 6.1070], [2.9152, 0.7085, 5.3911], [3.1016, 2.3556, 5.9898], [4.5340, 1.4316, 5.4989], [2.7099, 0.8025, 7.8841], [4.2958, 1.5654, 7.9975], [4.4654, -0.8439, 8.5380], [5.3769, -0.4893, 7.0594], [0.9518, 0.0259, 11.4699], [2.0694, -0.9047, 11.9302], [3.3274, -0.1522, 12.3684], [3.8723, 0.6589, 11.2041], [4.3243, 1.3317, 10.2383], [1.2460, 0.6070, 10.5902], [0.0647, -0.5531, 11.1943], [0.6696, 0.7241, 12.2663], [2.3143, -1.5954, 11.1141], [1.7050, -1.5110, 12.7669], [4.0924, -0.8616, 12.7016], [3.1022, 0.5209, 13.2027], [3.6645, -4.1567, 0.4025], [3.8727, -5.1001, 1.5829], [5.3472, -5.4222, 1.8342], [5.9404, -6.1003, 0.6100], [6.4326, -6.6629, -0.4055], [4.0138, -4.5996, -0.5356], [2.6003, -3.9322, 0.2787], [4.1969, -3.2112, 0.5572], [3.3156, -6.0269, 1.3987], [3.4478, -4.6423, 2.4830], [5.4441, -6.0894, 2.6971], [5.9100, -4.5070, 2.0477], [-8.5068, 0.7588, -11.7001], [-8.7294, 1.4817, -13.0248], [-7.5520, 2.3751, -13.4203], [-7.3381, 3.4422, -12.3592], [-7.1607, 4.3275, -11.4791], [-8.4028, 1.4624, -10.8681], [-9.3596, 0.1113, -11.4726], [-7.6062, 0.1355, -11.7398], [-9.6442, 2.0826, -12.9515], [-8.8949, 0.7379, -13.8121], [-7.7542, 2.8592, -14.3815], [-6.6370, 1.7819, -13.5247], [0.3654, 5.0504, 3.2066], [1.6071, 5.6659, 2.5692], [2.8289, 4.7477, 2.6387], [3.1699, 4.4559, 4.0910], [3.4529, 4.2139, 5.2956], [0.5098, 4.8639, 4.2754], [-0.4881, 5.7286, 3.1081], [0.1053, 4.1020, 2.7228], [1.8277, 6.6172, 3.0689], [1.3911, 5.8958, 1.5200], [3.6874, 5.2278, 2.1573], [2.6314, 3.8043, 2.1182], [5.0626, 1.9675, 15.2581], [5.2080, 1.4541, 16.6871], [5.8771, 0.0801, 16.7605], [5.0419, -0.9388, 16.0024], [4.3492, -1.7840, 15.3736], [4.4202, 1.3156, 14.6576], [4.6067, 2.9627, 15.2564], [6.0390, 2.0387, 14.7654], [4.2149, 1.4096, 17.1507], [5.8009, 2.1724, 17.2641], [5.9705, -0.2368, 17.8046], [6.8819, 0.1178, 16.3259]],
  "atomic_forces_ev_per_a": [[-0.44, 2.09, 9.59], [-1.85, -2.47, -9.24], [1.53, -0.47, 0.01], [-1.32, -2.49, 0.42], [1.18, 1.27, -0.10], [-2.60, 2.93, 3.72], [1.32, -0.01, 0.56], [-0.08, -1.43, -1.22], [0.50, -0.07, -1.78], [-2.50, -4.80, -0.55], [3.92, 7.51, 2.07], [2.03, 2.67, -0.43], [0.35, -0.62, -1.15], [-1.21, -0.31, -0.21], [1.51, -0.20, 3.26], [0.97, -3.10, -0.94], [-2.33, -2.26, -2.12], [1.45, -0.36, 2.02], [1.19, -0.76, -3.20], [-1.57, 3.77, -1.31], [0.35, -0.36, 1.63], [3.41, 1.58, 1.52], [-6.49, -3.83, -2.47], [0.58, 1.30, 3.23], [-2.11, -1.20, -1.03], [1.59, -1.69, -0.49], [-1.41, -1.80, -0.83], [2.63, -0.54, 0.07], [-0.73, 0.16, 2.41], [-0.22, 2.41, 1.23], [0.57, -0.07, -2.22], [1.67, -0.77, 1.93], [0.02, 2.37, 1.01], [-0.86, 0.88, -1.94], [0.29, 1.88, -1.07], [0.21, 1.32, -1.32], [-0.22, -1.95, 0.96], [-1.73, 2.05, -0.87], [-1.22, -2.14, 0.72], [1.62, -0.54, -2.08], [0.02, 0.13, -0.16], [0.44, 0.09, -0.13], [0.58, 0.40, 0.81], [2.73, 3.58, 7.17], [-3.62, -4.13, -8.42], [-0.11, -0.06, -0.05], [-0.13, -0.04, 0.11], [0.12, -0.05, 0.11], [-0.23, 0.02, -0.10], [-0.03, -0.05, 0.19], [0.03, 0.20, 0.18], [0.14, 0.06, 0.23], [-0.01, 0.14, 0.00], [0.04, 0.40, 0.16], [-0.74, -0.08, 0.80], [-6.94, -1.82, 4.57], [8.15, 1.84, -5.58], [0.08, -0.04, -0.09], [-0.08, -0.13, -0.09], [0.02, 0.01, 0.14], [-0.01, -0.10, -0.20], [-0.10, -0.18, 0.06], [-0.29, 0.00, 0.04], [-0.13, -0.06, 0.20], [-0.26, -0.09, 0.05], [-0.08, 0.44, -0.43], [-0.84, -0.56, -0.44], [-4.38, -5.88, -4.12], [5.52, 6.65, 5.22], [0.08, -0.08, 0.01], [0.24, -0.56, 0.09], [-0.12, 0.05, 0.02], [0.21, -0.05, 0.06], [-0.16, -0.36, -0.15], [-0.04, -0.12, -0.22], [-0.19, -0.14, -0.06], [-0.13, 0.00, -0.05], [-0.37, -0.09, -0.18], [0.29, 0.33, -1.03], [3.26, 4.63, -6.25], [-3.52, -5.34, 8.02], [0.02, -0.03, 0.13], [0.11, 0.10, 0.07], [0.02, -0.07, -0.12], [0.06, 0.07, 0.19], [0.23, 0.07, -0.05], [0.01, 0.25, -0.07], [0.08, -0.01, -0.25], [-0.13, 0.06, -0.10], [-0.37, 0.14, -0.20], [0.18, -0.59, -0.92], [3.62, -3.82, -6.71], [-3.96, 4.47, 8.06], [0.06, 0.03, 0.14], [0.16, 0.05, 0.09], [-0.09, -0.10, -0.04], [0.15, 0.09, 0.12], [0.13, -0.13, -0.04], [0.16, 0.01, -0.23], [0.02, -0.17, -0.16], [-0.05, -0.12, 0.08], [-0.27, -0.20, 0.23], [-0.10, 0.76, 0.80], [1.42, 6.08, 5.74], [-1.47, -7.08, -6.95], [0.01, -0.03, -0.15], [0.15, 0.06, -0.03], [-0.11, 0.06, 0.03], [0.19, -0.04, -0.11], [0.08, 0.19, 0.00], [0.14, 0.10, 0.23], [-0.04, 0.19, 0.13], [-0.14, 0.02, 0.03], [-0.36, 0.18, 0.10], [0.15, -0.01, 1.09], [2.16, -1.72, 7.99], [-2.26, 2.57, -9.75], [0.04, -0.03, -0.14], [0.10, -0.13, -0.02], [0.01, 0.11, 0.09], [0.08, -0.16, -0.13], [0.18, -0.05, 0.09], [-0.01, -0.18, 0.23], [0.08, 0.04, 0.21], [0.00, 0.14, -0.06], [-0.24, 0.32, -0.15], [-0.79, -0.59, -0.46], [-4.45, -5.92, -4.16], [5.45, 6.79, 4.94], [0.17, 0.04, 0.13], [0.11, -0.13, -0.02], [-0.16, 0.00, 0.02], [0.21, -0.06, 0.03], [-0.03, -0.21, 0.01], [-0.05, -0.16, -0.23], [-0.19, -0.15, -0.04]]
}



# 3
{
  "formula": "C3H7N3O",
  "method": "ωB97M-V with the def2-TZVPD basis set",
  "e_lumo_ev": 0.62,
  "spin_multiplicity": 1,
  "gap_ev": 8.847,
  "max_force_ev_per_a": 1.960,
  "charge": 0,
  "relative_energy_kcal_mol": 114.84,
  "e_homo_ev": -8.23,
  "total_energy_ha": -357.86686,
  "species": ["C", "N", "C", "N", "C", "N", "O", "H", "H", "H", "H", "H", "H", "H"],
  "positions_angstrom": [[-1.2199, 1.0479, -0.0381], [-0.2597, -0.0517, -0.0715], [1.3259, 0.4507, 0.4064], [-0.7871, -1.2474, 0.5000], [0.5601, -0.2179, -1.3328], [1.6640, 0.0635, 1.5243], [0.9219, -1.3121, -1.6950], [-0.7987, -1.9585, -0.2370], [-0.0920, -1.5714, 1.1808], [2.6535, -0.0326, 1.7331], [0.5344, 0.6940, -1.9351], [-1.1907, 1.5937, 0.9021], [-1.0484, 1.8085, -0.7965], [-2.2633, 0.7334, -0.1408]],
  "atomic_forces_ev_per_a": [[-0.82, 0.76, 0.05], [-0.61, -0.56, 0.38], [1.86, 0.54, -0.28], [0.36, 0.00, -0.18], [-0.46, -0.90, -0.32], [-1.13, -1.29, 0.10], [-0.41, 1.09, 0.42], [0.06, 0.24, 0.12], [-0.03, 0.26, -0.02], [-0.13, 0.81, -0.14], [0.17, -0.02, 0.07], [0.35, -0.26, 0.27], [0.42, -0.20, -0.28], [0.37, -0.46, -0.18]]
}



# 4
{
  "formula": "C4H32N2O14",
  "method": "ωB97M-V with the def2-TZVPD basis set",
  "e_lumo_ev": 0.24,
  "spin_multiplicity": 1,
  "gap_ev": 10.290,
  "max_force_ev_per_a": 3.422,
  "charge": 0,
  "relative_energy_kcal_mol": 0.00,
  "e_homo_ev": -10.05,
  "total_energy_ha": -1334.55261,
  "species": ["N", "C", "C", "N", "C", "C", "O", "O", "H", "H", "H", "H", "H", "H", "H", "H", "H", "H", "O", "H", "H", "O", "H", "H", "O", "H", "H", "O", "H", "H", "O", "H", "H", "O", "H", "H", "O", "H", "H", "O", "H", "H", "O", "H", "H", "O", "H", "H", "O", "H", "H", "O"],
  "positions_angstrom": [[-1.2131, 2.1697, -1.3371], [-0.3500, 1.1511, -0.7549], [-0.9266, -0.2482, -0.8916], [-0.8327, -1.1649, 0.1343], [-0.1597, -0.8596, 1.3805], [1.3587, -0.7848, 1.2566], [1.9726, 0.1276, 1.7496], [-1.5195, -0.5553, -1.9155], [-2.1494, 2.1548, -0.8321], [-1.4467, 1.9522, -2.2977], [-0.1935, 1.4327, 0.2619], [0.6902, 1.1205, -1.2847], [-1.0743, -2.1364, -0.0190], [-0.3726, -1.6709, 2.1328], [-0.5483, 0.0650, 1.8594], [1.9121, -1.5625, 0.7003], [1.2205, 0.9286, 3.0785], [0.7318, 0.5683, 4.5382], [0.6436, 1.2083, 3.8166], [-0.6895, 3.3431, 1.6634], [-0.7102, 3.7440, 0.1953], [-0.2303, 3.8724, 1.0568], [0.3484, -3.9085, -0.8436], [1.5343, -2.9380, -1.1355], [1.2910, -3.7395, -0.6843], [1.9560, -0.6643, -2.2565], [3.1334, -1.5052, -1.6612], [2.1733, -1.3469, -1.5879], [-2.9700, 0.4721, 0.6727], [-2.7301, 1.6693, 1.5366], [-3.1805, 1.3622, 0.7874], [-2.5091, -1.8543, -2.2588], [-2.7609, -2.8698, -3.4603], [-2.9342, -2.7524, -2.5146], [1.7247, -4.1736, 2.3360], [1.2767, -3.5793, 1.0564], [1.3186, -3.3909, 1.9827], [-0.8058, 1.8361, 3.1980], [-2.0048, 2.7591, 3.4806], [-1.5781, 2.2648, 2.7657], [1.4886, 0.7258, -4.1284], [2.0043, 1.5276, -2.8773], [2.0183, 0.6522, -3.3420], [0.8664, 3.2673, -2.0570], [2.0646, 2.9523, -1.1841], [1.8002, 3.0283, -2.1144], [-1.9306, -3.6704, -1.4333], [-1.8627, -4.7246, -0.3464], [-1.3944, -3.9912, -0.7353], [1.2966, 3.1881, 0.7844], [2.1454, 1.8804, 0.9975], [2.1073, 2.6677, 0.5314]],
  "atomic_forces_ev_per_a": [[-1.21, 0.30, 0.55], [1.04, -0.51, -1.32], [-0.20, -1.07, 0.79], [0.48, 1.29, 0.08], [-0.19, -0.47, 1.14], [-0.31, -0.61, -0.48], [0.59, 0.53, 0.47], [-0.18, 0.13, -0.58], [1.51, -0.07, -0.61], [0.18, -0.14, -0.11], [0.30, -0.04, 0.67], [-1.93, 0.10, 1.03], [-0.16, -0.02, -0.36], [0.22, 0.58, -0.90], [0.33, -0.48, -0.52], [-0.58, 0.36, 0.14], [0.11, -0.21, 0.13], [0.08, 0.21, -0.40], [-0.21, 0.07, 0.48], [-1.36, -1.29, 1.72], [0.59, 0.14, 0.89], [0.65, 1.50, -2.89], [0.02, 0.03, -0.16], [0.12, 0.93, -0.63], [-0.06, -1.17, 0.67], [0.26, 0.05, -0.23], [-0.66, 0.27, -0.09], [0.62, -0.25, 0.15], [0.45, -2.34, -0.16], [1.24, 0.61, 1.99], [-1.89, 1.50, -1.98], [-0.50, -1.34, -0.62], [-0.05, 0.15, 0.35], [0.54, 1.15, 0.12], [0.28, -0.44, 0.48], [-0.03, -0.21, -1.90], [-0.19, 0.39, 1.70], [0.14, -0.13, 0.14], [0.04, -0.06, -0.24], [-0.20, 0.19, 0.64], [-0.29, 0.15, -0.38], [-0.07, 0.02, -0.38], [0.33, -0.09, 0.55], [-0.08, 0.02, -0.08], [0.28, -0.15, 0.57], [-0.16, 0.21, -0.59], [-1.49, 0.80, -1.91], [-0.16, -0.32, 0.22], [1.36, -0.56, 1.74], [0.52, -0.54, 0.14], [0.05, -2.29, 1.44], [-0.17, 3.08, -1.48]]
}